Record 1
The following is a quantum chemistry calculation of a molecular structure, C3H5LiO4Tl, from OMol25.

Geometry as XYZ:
```
14
Properties=species:S:1:pos:R:3:nbo_charge:R:1
Tl 2.7045 -2.2766 0.1857 -0.0243
O -1.1145 2.0322 0.6064 -1.0726
O -0.7637 -0.1695 -1.7923 -0.6475
O 0.6275 -0.6222 -0.0885 -0.5321
O 1.1703 -1.3707 -1.9791 -0.6956
C -0.0828 1.3962 1.1787 -0.0130
C -0.3086 -0.2525 0.9449 -0.1515
C 0.2538 -0.6331 -1.3542 1.0063
Li -2.5030 1.8373 -0.4044 0.9638
H 0.8324 -1.7496 -2.8002 0.5155
H 0.0139 1.5613 2.2745 0.1319
H -1.4002 -0.3086 0.8462 0.1840
H -0.3221 -1.0576 1.6932 0.1946
H 0.8925 1.6134 0.6890 0.1405
```

As for the HOMO-LUMO gap (spin up / spin down): 3.77 / 7.64 eV. The LUMO energy (spin up / spin down) is -0.66 / -0.66 eV. As for the expectation value of S²: 0.753. The spin multiplicity is 2. The relative energy (zero: lowest compared OMol25 entry of this formula, charge and spin) is 0.0 kcal/mol.

=====

Record 2
The following is a quantum chemistry calculation of a molecular structure, C5H6O, from OMol25.

Geometry as XYZ:
```
12
Properties=species:S:1:pos:R:3:nbo_charge:R:1
O 1.9374 1.8984 0.2029 -0.5041
C 0.7123 -1.4865 -0.1467 -0.0583
C 1.9812 0.6997 0.1881 0.3449
C -1.1725 0.5325 0.0644 -0.7020
C 0.9435 -0.2672 0.0749 -0.0435
C -0.7552 -1.1399 -0.2657 -0.3882
H -1.1106 -1.3412 -1.2818 0.2317
H 2.9251 0.1054 0.2593 0.1850
H -1.4376 0.6239 1.1258 0.2208
H -1.3297 -1.6144 0.5320 0.2383
H -2.0703 0.5177 -0.5357 0.2282
H -0.6235 1.4715 -0.2175 0.2473
```

As for the HOMO-LUMO gap: 9.37 eV. The LUMO energy is -0.12 eV. The relative energy (zero: lowest compared OMol25 entry of this formula, charge and spin) is 126.7 kcal/mol.

=====

Record 3
The following is a quantum chemistry calculation of a gas-phase ion, C4H8N (charge +1), from OMol25.

Geometry as XYZ:
```
13
Properties=species:S:1:pos:R:3:nbo_charge:R:1
N -0.6218 0.6611 0.7406 -0.3789
C 0.1542 -0.4819 -1.5281 -0.6486
C -0.5200 -0.7596 1.0546 -0.1907
C 0.8023 0.9550 0.6431 -0.1878
C 0.2475 -0.2080 -0.0806 0.1686
H 1.0876 1.8267 0.0661 0.2533
H -0.0376 -0.9912 1.9982 0.2384
H 0.9491 -1.1697 -1.8149 0.2738
H -1.3890 -1.3687 0.8324 0.2518
H -1.5184 1.2301 0.4098 0.4820
H 0.2831 0.4331 -2.1079 0.2498
H -0.7945 -0.9484 -1.7796 0.2497
H 1.3576 0.8214 1.5662 0.2384
```

As for the SMILES: C[C@]12C[N@H+]1C2. As for the HOMO-LUMO gap: 13.08 eV. The LUMO energy is -3.44 eV. Its total charge is +1. The relative energy (zero: lowest compared OMol25 entry of this formula, charge and spin) is 25.9 kcal/mol.

=====

Record 4
The following is a quantum chemistry calculation of 6 unconnected molecules or ions with the total composition C47H51BNO18PS, from OMol25.

Geometry as XYZ:
```
120
Properties=species:S:1:pos:R:3:mulliken_charge:R:1
S -0.1475 -1.3016 -1.1431 1.4246
P 2.8064 1.0257 1.4964 0.3997
O -4.7866 4.7668 1.5868 -0.5042
O -6.9794 -5.5892 -3.0808 -0.5306
O -0.5662 1.5747 -1.9877 -0.0959
O -8.0572 -3.5675 1.7079 -0.5605
O 5.4616 2.7531 -3.6235 -0.5808
O -0.8432 8.1828 2.5387 -0.5541
O 0.0247 -1.2920 -2.6523 -0.6969
O 6.1612 -0.7774 1.3280 -0.3234
O -2.6953 1.7604 1.1527 0.1185
O 10.7114 -2.5517 -0.7476 -0.5438
O -4.7104 -2.2635 -3.3139 -0.6735
O -1.3553 -0.2737 -0.5745 -0.1876
O -0.5384 -2.7075 -0.7537 -0.7108
O 2.9114 7.4050 -3.6982 -0.5512
O -1.0166 1.5102 -3.9705 -0.4123
O -1.8695 -6.3193 -5.2233 -0.5653
O 0.3668 -0.3807 1.9311 0.4188
O 3.5048 -2.3273 -0.7540 -0.7707
N -1.5382 1.3076 -2.8945 0.1226
C 3.3614 -3.7916 1.7612 -0.8815
C -7.2252 -5.1220 -1.9800 0.6516
C 9.6674 -2.1457 -0.2717 0.2892
C 3.4067 3.8891 -3.7724 -0.0972
C 8.5130 -0.8148 1.4341 -0.5321
C -3.8834 5.5536 1.8038 0.2417
C -1.7496 7.3993 2.3206 0.3083
C -1.5825 5.9488 2.5496 -0.4247
C -4.0583 -3.1971 -3.7527 0.4313
C -0.9919 -0.1768 3.9799 -0.1041
C -8.2489 -5.3909 0.2326 -0.4438
C -2.2799 1.9870 -0.2177 -1.4115
C 2.2598 0.0564 -1.5115 -1.0630
C -6.7868 -3.7621 -1.6041 -0.2670
C -7.9762 -5.8983 -0.9706 -0.4023
C -3.7743 0.7899 1.2522 -0.0789
C 1.1499 0.2944 0.9061 -0.1497
C 0.2656 1.5335 0.3426 -1.0419
C -3.0597 7.8621 1.8154 -0.4242
C -0.5657 -1.5851 4.7154 -0.3502
C 7.2080 -1.1854 0.8496 0.4235
C -7.0598 -3.2548 -0.4003 -0.7629
C -5.2409 1.3510 0.8414 -0.9849
C -3.9972 -5.3759 -4.8745 -0.4625
C -1.4725 -2.8481 4.1846 -0.8858
C 2.7650 5.0584 -3.7898 -0.6040
C -7.8101 -4.0307 0.6084 0.3588
C -2.5838 -3.2095 -3.6640 -0.2439
C -2.5760 5.0916 2.3080 -0.0589
C 2.9439 0.6229 -2.4793 -0.7467
C 4.9680 6.2711 -3.5490 -0.3781
C -4.7130 -4.3579 -4.3936 -0.3632
C 1.4466 -0.7099 -0.3244 1.2185
C -4.0523 7.0035 1.5741 -0.3505
C 2.6327 2.8017 2.1440 -0.5873
C 0.3607 0.3290 3.1964 -0.2497
C 9.6567 -1.2621 0.9131 -0.3600
C 3.4971 6.3376 -3.6803 0.3401
C 7.2182 -2.0690 -0.3351 -0.1969
C 3.7252 -0.1165 2.6996 -0.2576
C 5.6090 5.1011 -3.5317 -0.4250
C -1.8687 -4.2275 -4.1446 -0.2006
C -2.5218 -5.3879 -4.7855 0.2211
C 8.3617 -2.5163 -0.8563 -0.5986
C -0.9488 1.1215 -0.6391 1.1611
C 1.9507 -3.1461 1.2044 0.3906
C 4.8761 3.8226 -3.6413 0.6951
B 2.3039 -2.0524 0.0555 0.2523
H 0.3269 1.4751 3.1163 -0.0786
H 3.0026 -0.9782 2.9903 -0.0549
H 6.2533 -2.3303 -0.7515 0.4698
H -5.0176 7.3255 1.2031 0.4335
H 3.9224 0.5065 3.6641 0.4125
H -6.2380 -3.2062 -2.3529 0.4614
H 4.2457 -1.8098 -0.3529 0.0584
H 1.0046 2.1964 -0.2747 0.5098
H -0.7873 -4.2511 -4.0878 0.5063
H -3.1704 1.8069 -0.9245 0.4976
H 0.5305 -1.8901 4.4709 0.1236
H 10.6218 -1.0010 1.3292 0.4053
H -5.2829 2.5105 0.6939 0.1442
H 1.4200 -2.7289 2.1344 -0.2291
H 1.5463 3.1779 2.2498 -0.0769
H -1.1181 -3.7622 4.8053 0.3424
H -2.5986 -2.6395 4.2686 0.2758
H 1.2327 0.0668 3.9043 0.3008
H 1.6882 5.1248 -3.8845 0.4524
H 8.3866 -3.1648 -1.7234 0.4484
H 4.6852 -0.4736 2.1757 0.0811
H -1.2458 0.5663 4.8417 0.4084
H -6.0640 0.9693 1.5534 0.3241
H -8.7985 -5.9462 0.9828 0.3986
H -0.5985 -1.4916 5.8781 0.3614
H 5.4897 7.2169 -3.4691 0.4027
H -3.5877 -0.1956 0.6799 0.1056
H 1.2985 -4.0238 0.7987 0.3277
H 3.7212 1.0770 -3.2122 0.4762
H -8.2895 -6.8932 -1.2620 0.4060
H -5.7928 -4.3347 -4.4505 0.5125
H -6.7466 -2.2598 -0.1089 0.6587
H -1.9706 3.0949 -0.3179 0.2509
H -2.4720 4.0251 2.4692 0.4386
H -3.8362 0.4934 2.3799 0.2778
H 3.2589 3.4812 1.4328 0.3318
H 3.8912 -2.9062 2.3088 0.1412
H 2.8856 2.9434 -3.8524 0.3312
H -2.1218 -2.3530 -3.1912 0.4342
H -1.2097 -3.0309 3.0634 0.1266
H 6.6857 5.0338 -3.4370 0.4112
H 4.0013 -4.2408 0.9174 0.2314
H -5.4909 0.8922 -0.2047 0.2537
H -3.1656 8.9276 1.6536 0.4030
H 8.4879 -0.1663 2.3013 0.4283
H 3.1510 -4.5986 2.5576 0.3587
H 3.1085 2.9243 3.2045 0.3462
H -0.1693 2.2228 1.1511 -0.0590
H -1.8842 -0.3261 3.2631 -0.2741
H -0.6174 5.6255 2.9203 0.4537
H -4.4593 -6.2333 -5.3479 0.4324
```

As for the SMILES: C#C[C@@]1(B(O)CC)[C@@](OCCCC)(P(C)C)C[C@@](COCC)(ON=O)OS1(=O)=O.O=C1C=CC(=O)C=C1.O=C1C=CC(=O)C=C1.O=C1C=CC(=O)C=C1.O=C1C=CC(=O)C=C1.O=C1C=CC(=O)C=C1. As for the HOMO-LUMO gap: 5.95 eV. The LUMO energy is -2.08 eV.

=====

Record 5
The following is a quantum chemistry calculation of a molecular structure, C35H31Br6KO3P, from OMol25.

Geometry as XYZ:
```
77
Properties=species:S:1:pos:R:3:mulliken_charge:R:1
Br -1.5462 4.2125 6.1020 -0.2057
Br 0.9108 3.1827 4.1045 -0.1594
Br -4.2177 2.2821 6.4863 -0.2162
Br 3.3182 -4.3819 1.5398 -0.1228
Br 1.6613 -2.1575 3.2011 0.0928
Br -4.3643 -0.6166 4.8440 -0.1876
K -0.6221 -0.9931 1.1670 0.9172
P 1.3092 -1.0316 -1.7764 1.7125
O -1.9092 -1.1119 3.2588 -0.9376
O -0.0801 -1.3386 -1.3402 -0.4796
O 0.3210 0.5676 2.8633 -0.5068
C 2.4223 -4.9108 -2.0237 -0.5997
C 1.6897 -3.7397 -1.9149 -0.6492
C 0.0447 0.0014 -3.9792 -0.3750
C -2.8939 3.6550 2.0156 -1.6749
C 2.4060 2.4991 -0.1317 -0.6950
C 2.3429 -2.5143 -1.8170 0.3773
C -0.0391 0.5333 -5.2587 -0.6004
C 2.9678 2.1089 1.0745 -0.3331
C 4.4646 -3.6475 -1.9186 -0.8306
C 1.2787 -0.3805 -3.4659 -0.0872
C 2.3795 -3.9350 3.1903 -0.6436
C -0.6419 0.8939 3.6563 -0.0837
C -2.9074 1.9057 0.1741 -0.3219
C -3.3580 0.9392 1.0591 0.0642
C -0.6358 2.0991 4.3687 -0.1178
C -2.3743 3.2433 0.6432 0.6179
C -3.9955 -2.0417 -1.2156 -1.5363
C -3.7254 -0.3265 0.6158 -1.2033
C -1.8247 0.0100 3.8543 0.3383
C 2.3408 0.2982 -5.5152 -0.7112
C -3.2458 0.3247 -1.6274 -0.5956
C -2.8308 0.5086 4.6946 -0.1032
C -2.7802 1.7391 5.3729 0.2350
C 3.7333 -2.4739 -1.8144 -0.1739
C 2.4267 -0.2287 -4.2373 -0.2535
C 2.1456 0.1926 -0.7607 0.3202
C -0.8431 3.1977 0.6360 -1.0210
C -2.8720 1.5802 -1.1830 -0.6096
C 1.1062 0.6808 -6.0261 -0.4600
C 3.8094 -4.8655 -2.0291 -0.5209
C -1.6735 2.5371 5.2161 0.0880
C 3.1381 0.7631 1.3602 -0.8988
C 1.9830 1.5469 -1.0459 -0.4554
C 2.7410 -0.1910 0.4395 -0.2240
C -3.6645 -0.6589 -0.7304 1.7062
H -4.4467 -2.6394 -0.4241 0.3679
H -3.2032 0.0903 -2.6867 0.3578
H 1.0413 1.0949 -7.0242 0.3750
H -0.8385 -0.1207 -3.3640 0.3798
H 2.2520 3.5488 -0.3445 0.3503
H 4.3839 -5.7797 -2.1065 0.3797
H 3.1056 -4.0551 3.9838 0.3628
H -3.0945 -2.5580 -1.5562 0.2261
H 0.6073 -3.7637 -1.8970 0.4080
H -0.4720 2.9455 -0.3603 0.1769
H -2.5274 2.3215 -1.8979 0.3907
H -3.9845 3.6372 2.0521 0.4538
H 3.5325 0.4512 2.3173 0.3707
H 1.5755 -4.6536 3.2830 0.3601
H -2.5154 2.9997 2.8035 0.1000
H -4.6927 -2.0145 -2.0558 0.3969
H -2.7001 3.9944 -0.0878 0.5169
H -0.4671 2.4441 1.3350 0.1048
H 3.2359 0.4118 -6.1130 0.3979
H 2.8511 -1.2413 0.6833 0.3249
H 5.5459 -3.6082 -1.9027 0.3792
H -0.4169 4.1587 0.9334 0.4936
H -3.3886 1.1395 2.1225 0.4280
H -1.0029 0.8326 -5.6505 0.4333
H 3.2423 2.8514 1.8107 0.4430
H 4.2499 -1.5275 -1.7047 0.3904
H 1.4953 1.8626 -1.9606 0.3666
H 3.3923 -0.5236 -3.8444 0.3221
H -2.5567 4.6643 2.2581 0.4560
H 1.9091 -5.8609 -2.0917 0.3950
H -4.0082 -1.0598 1.3631 0.2166
```

As for the HOMO-LUMO gap: 4.90 eV. The LUMO energy is 1.86 eV. Its total charge is -1. The relative energy (zero: lowest compared OMol25 entry of this formula, charge and spin) is 12.8 kcal/mol.

=====

Ordered E results: -598.2243 -269.1443 -211.6298 -3994.4326 -17963.6089; unit Eh.